Entry 1:
68
Properties=species:S:1:pos:R:3 method="wB97M-V/def2-TZVPD" multiplicity=2 total_charge=+2 e_homo_ev="-13.77 / -13.77" s2=0.755
Ir -0.1169 -0.9016 0.2755
S 6.4679 -0.8454 0.1513
C 4.6873 -0.8728 0.1921
C 3.9576 -1.5153 -0.8058
C 2.5846 -1.5359 -0.7387
N 1.9160 -0.9637 0.2798
C 2.6093 -0.3479 1.2511
C 3.9850 -0.2798 1.2331
C 6.6246 0.6286 -0.8561
C 6.6903 0.5250 -2.2335
C 6.7639 1.7028 -2.9705
N 6.7728 2.9132 -2.4173
C 6.7253 2.9896 -1.0899
C 6.6467 1.8761 -0.2603
H 4.4650 -2.0057 -1.6248
H 1.9918 -2.0153 -1.5051
H 2.0398 0.0679 2.0723
H 4.5085 0.2239 2.0335
H 6.7122 -0.4379 -2.7253
H 6.8265 1.6680 -4.0513
H 6.7621 3.9859 -0.6655
H 6.6342 1.9861 0.8155
Br -1.4220 7.5701 0.4413
C -0.7632 5.8289 0.2613
C -1.6138 4.7534 0.4868
C -1.1307 3.4690 0.3291
C 0.1976 3.2632 -0.0518
C 1.0439 4.3539 -0.2653
C 0.5664 5.6377 -0.1032
C 0.7371 1.9289 -0.2814
O 1.7669 1.6393 -0.7964
O -0.1537 0.8987 0.1657
H -2.6387 4.9301 0.7793
H -1.7832 2.6236 0.4973
H 2.0703 4.1812 -0.5595
H 1.2116 6.4895 -0.2624
C -0.1698 -4.5554 -1.2074
C -0.1399 -4.1025 0.2486
C 1.1236 -4.5766 0.9501
C -1.3918 -4.5555 0.9862
O -0.1393 -2.6464 0.2496
H -0.2136 -5.6423 -1.2199
H 0.7276 -4.2356 -1.7375
H -1.0448 -4.1588 -1.7219
H 1.1188 -5.6647 0.9601
H 1.1554 -4.2161 1.9788
H 2.0179 -4.2353 0.4282
H -1.4162 -5.6433 0.9866
H -2.2888 -4.1827 0.4914
H -1.3809 -4.2025 2.0178
N -2.1213 -0.7955 0.3472
C -3.2812 -0.7435 0.3832
N -4.5582 -0.6749 0.4158
C -5.3254 -0.8834 1.6762
C -6.2626 0.2945 1.8866
C -7.1543 0.5022 0.6617
C -6.3068 0.7160 -0.5934
C -5.3670 -0.4579 -0.8164
H -4.6221 -1.0027 2.4980
H -5.8886 -1.8112 1.5584
H -5.6700 1.1940 2.0740
H -6.8629 0.1010 2.7756
H -7.8063 1.3595 0.8193
H -7.7926 -0.3755 0.5233
H -5.7196 1.6329 -0.4954
H -6.9392 0.8188 -1.4754
H -4.6920 -0.2943 -1.6541
H -5.9310 -1.3753 -0.9961

***

Entry 2:
232
Properties=species:S:1:pos:R:3 method="wB97M-V/def2-TZVPD" smiles="CCOP(=O)(OCC)OCC.CCOP(=O)(OCC)OCC.CCOP(=O)(OCC)OCC.CCOP(=O)(OCC)OCC.CCOP(=O)(OCC)OCC.CCOP(=O)(OCC)OCC.CCOP(=O)(OCC)OCC.CCOP(=O)(OCC)OCC.ClCCCl.ClCCCl.ClCCCl" multiplicity=1 e_homo_ev=-10.11
C 13.2061 11.3185 22.7587
C 13.8995 11.9271 23.9074
O 13.4487 13.2189 24.1522
P 13.6867 14.3201 22.9756
O 14.9563 14.1210 22.2179
O 13.5268 15.7351 23.7941
C 14.6548 16.3033 24.4044
C 15.3143 17.3981 23.5020
O 12.2715 14.2623 22.1335
C 10.9518 14.3928 22.7601
C 9.9974 13.2633 22.2906
H 12.1510 11.0856 22.9025
H 13.3299 11.7527 21.7666
H 13.6367 10.3222 22.6583
H 13.8000 11.2916 24.7873
H 14.9745 11.9665 23.7313
H 14.2721 16.8358 25.2751
H 15.4029 15.5580 24.6744
H 14.4869 17.9845 23.1025
H 15.9368 18.0418 24.1236
H 15.9290 17.0000 22.6947
H 10.9952 14.1953 23.8312
H 10.4842 15.3615 22.5839
H 9.3984 13.6129 21.4498
H 10.5587 12.3637 22.0382
H 9.2887 12.8898 23.0297
C 26.8734 16.6379 23.8483
C 26.9230 18.2214 23.9467
O 26.6657 18.6933 22.5879
P 25.4964 19.7459 22.2216
O 25.8363 21.1002 22.6515
O 25.3528 19.5522 20.6372
C 25.3808 18.2823 20.0328
C 26.1625 18.5345 18.7565
O 24.1322 19.0370 22.8272
C 23.1591 19.7659 23.5566
C 22.1639 20.6049 22.6936
H 27.6987 16.2979 23.2228
H 26.8948 16.1078 24.8004
H 25.9042 16.4035 23.4080
H 26.1423 18.5906 24.6118
H 27.8660 18.5627 24.3737
H 25.8036 17.5031 20.6670
H 24.3321 18.0052 19.9258
H 27.2265 18.4484 18.9770
H 25.8955 17.7326 18.0681
H 25.9796 19.5159 18.3191
H 22.5447 18.9813 23.9982
H 23.5764 20.3114 24.4030
H 21.7573 19.9268 21.9433
H 21.2973 20.8868 23.2916
H 22.6273 21.4771 22.2325
C 12.2317 22.8649 22.7570
C 13.4878 22.7854 21.9513
O 14.0038 21.4727 21.9098
P 14.1143 20.5675 20.5578
O 15.1137 19.4433 20.5967
O 12.5454 20.1936 20.2448
C 11.8286 19.3680 21.2005
C 12.0820 17.9146 20.9601
O 14.4479 21.5866 19.3778
C 14.3166 21.0800 18.0717
C 14.4678 22.2184 17.0507
H 11.6238 21.9951 22.5079
H 12.4938 22.7418 23.8078
H 11.6732 23.7985 22.6908
H 13.2248 23.1175 20.9470
H 14.2077 23.4751 22.3919
H 12.1268 19.7361 22.1822
H 10.7681 19.6184 21.2261
H 11.3619 17.6087 20.2011
H 13.1068 17.7093 20.6507
H 11.8584 17.3979 21.8934
H 14.9701 20.2183 17.9354
H 13.3037 20.6931 17.9610
H 15.4019 22.7009 17.3382
H 14.6257 21.7934 16.0595
H 13.5941 22.8599 17.1655
C 24.9215 23.5084 20.1972
C 24.3729 24.2273 18.8974
O 25.0034 23.5765 17.8150
P 24.1425 22.6918 16.7181
O 24.9511 21.8177 15.7698
O 23.1747 21.9151 17.7672
C 22.7523 20.5891 17.5569
C 22.2530 20.0030 18.8428
O 23.1948 23.7986 15.9904
C 22.0381 23.3215 15.2847
C 21.4244 24.5710 14.6546
H 24.3367 23.6762 21.1016
H 25.0043 22.4223 20.2367
H 25.8762 23.9524 20.4793
H 23.2869 24.1772 18.8187
H 24.6187 25.2883 18.9402
H 21.9566 20.6060 16.8120
H 23.6234 20.0821 17.1421
H 21.2690 20.3686 19.1366
H 22.0269 18.9399 18.7602
H 22.8466 20.2416 19.7253
H 22.3126 22.5397 14.5765
H 21.3235 22.8452 15.9560
H 20.4274 24.3498 14.2736
H 21.3162 25.3142 15.4446
H 22.0369 25.0685 13.9027
C 18.0011 21.4375 16.6076
C 18.6992 20.1998 16.0696
O 18.7921 20.4305 14.6503
P 19.9880 19.7376 13.7807
O 21.3802 19.7411 14.3763
O 19.8206 20.4785 12.3452
C 20.4553 21.7761 12.1559
C 19.4785 22.7202 11.4276
O 19.3727 18.2464 13.4881
C 20.0035 17.4804 12.4961
C 19.8486 16.0429 12.9890
H 17.1344 21.7842 16.0448
H 17.6960 21.3575 17.6510
H 18.6640 22.3026 16.5914
H 19.6675 20.0251 16.5387
H 18.0696 19.3248 16.2309
H 20.8479 22.2548 13.0531
H 21.2383 21.5883 11.4212
H 20.0042 23.5787 11.0097
H 18.7993 22.1586 10.7861
H 18.7759 23.0789 12.1798
H 19.4369 17.5762 11.5699
H 21.0673 17.6491 12.3288
H 20.0508 15.3524 12.1702
H 20.5845 15.9050 13.7812
H 18.8268 15.8930 13.3377
C 16.6405 25.1900 19.8389
C 16.7594 26.1933 18.6494
O 18.0746 26.1875 18.3258
P 19.1571 27.2260 18.9808
O 18.7019 28.0695 20.1180
O 20.5214 26.3543 19.2798
C 20.4519 24.9091 19.5125
C 20.6624 24.2931 18.1616
O 19.6769 28.0987 17.6730
C 18.7393 28.8287 17.0227
C 19.3920 30.1770 16.8363
H 15.6018 24.8772 19.9454
H 17.1472 24.2874 19.4972
H 17.0871 25.4299 20.8038
H 16.2296 25.9758 17.7220
H 16.4774 27.1973 18.9666
H 21.2953 24.6446 20.1502
H 19.5591 24.5702 20.0380
H 20.6114 23.2045 18.1431
H 19.8607 24.5041 17.4539
H 21.6399 24.5641 17.7625
H 18.6201 28.3109 16.0710
H 17.7961 28.8868 17.5660
H 20.2685 30.1995 16.1887
H 18.7075 30.9666 16.5262
H 19.7791 30.4435 17.8198
C 16.2706 19.7355 26.4147
C 16.2335 21.1226 26.9880
O 16.5754 21.1458 28.3794
P 18.1097 21.4464 28.8175
O 18.6404 22.6894 28.1763
O 18.0395 21.5069 30.4510
C 18.0364 20.3440 31.2913
C 16.8385 19.5176 30.9745
O 18.8325 20.0615 28.4529
C 20.2469 20.0596 28.3611
C 20.6970 19.0960 27.2383
H 15.8047 19.0597 27.1320
H 15.7380 19.7499 25.4638
H 17.2603 19.3128 26.2419
H 16.9004 21.8067 26.4632
H 15.2530 21.5590 26.7976
H 18.9654 19.7987 31.1252
H 17.9744 20.5583 32.3582
H 16.7536 19.1248 29.9613
H 16.7801 18.7147 31.7094
H 16.0572 20.2636 31.1199
H 20.6616 21.0488 28.1671
H 20.6780 19.6326 29.2666
H 21.7759 18.9420 27.2241
H 20.3303 18.0923 27.4532
H 20.2876 19.4681 26.2991
C 22.3729 16.4595 20.9510
C 21.0188 17.2064 21.1343
O 19.9097 16.4526 20.6971
P 19.3103 16.8292 19.2118
O 19.2269 18.3022 19.0627
O 20.3468 16.1211 18.2084
C 20.3579 16.4699 16.8246
C 21.8318 16.5886 16.3474
O 17.9448 15.8986 19.0615
C 16.9453 15.7902 20.1107
C 15.6039 16.3017 19.5720
H 22.3878 15.4732 21.4149
H 22.6012 16.2648 19.9032
H 23.1816 16.9943 21.4493
H 20.7912 17.2941 22.1967
H 20.9839 18.2394 20.7881
H 19.7458 15.7192 16.3247
H 19.8946 17.4421 16.6563
H 21.9996 17.4198 15.6626
H 22.3974 16.7089 17.2714
H 22.1236 15.6456 15.8850
H 16.9205 14.8274 20.6212
H 17.1804 16.4643 20.9344
H 14.8516 16.1780 20.3510
H 15.6280 17.3078 19.1535
H 15.2946 15.6002 18.7972
Cl 18.9325 22.2478 21.2124
C 18.4093 20.6020 21.1192
C 17.6600 20.1065 22.3539
Cl 18.7765 19.8702 23.7152
H 19.3090 19.9946 21.0202
H 17.7543 20.5090 20.2530
H 17.1307 19.1909 22.0902
H 16.8858 20.7992 22.6839
Cl 13.8885 23.9274 26.1579
C 14.7060 25.2062 25.1578
C 16.1632 24.7929 24.9166
Cl 16.2100 23.1784 24.1595
H 14.6509 26.2074 25.5852
H 14.1583 25.2288 24.2156
H 16.7753 24.7843 25.8185
H 16.6510 25.3695 24.1308
Cl 19.1383 26.2051 25.4176
C 20.0198 24.6684 25.6018
C 20.1184 23.8782 24.2804
Cl 21.4697 24.4751 23.2339
H 19.5695 24.0574 26.3841
H 20.9908 24.9713 25.9936
H 19.1589 23.7647 23.7757
H 20.3471 22.8521 24.5682

***

Entry 3:
153
Properties=species:S:1:pos:R:3 method="wB97M-V/def2-TZVPD" smiles="COCCNCCOC.COCCNCCOC.COCCNCCOC.COCCNCCOC.COCCNCCOC.NC(N)=O.NC(N)=O.NC(N)=O.O.O.O" multiplicity=1 e_homo_ev=-7.65
C 0.6127 -4.9072 -0.4219
O 1.6770 -5.1017 0.4618
C 2.6753 -6.0353 0.0869
C 3.9198 -5.3432 -0.4050
N 4.4275 -4.4263 0.6148
C 5.2550 -3.3614 0.0121
C 4.3959 -2.2991 -0.6595
O 3.4728 -1.7646 0.2801
C 2.5615 -0.8884 -0.3089
H 0.9663 -4.9430 -1.4531
H 0.0923 -3.9676 -0.2043
H -0.2637 -5.5530 -0.2643
H 2.2642 -6.7288 -0.6528
H 2.9584 -6.6702 0.9314
H 3.5795 -4.7376 -1.2638
H 4.6544 -6.0653 -0.7678
H 3.5615 -3.9832 0.9208
H 6.0371 -3.7101 -0.6613
H 5.7744 -2.9042 0.8572
H 3.9832 -2.5984 -1.6304
H 4.9851 -1.4062 -0.9285
H 2.0289 -1.3391 -1.1595
H 2.8443 0.1314 -0.5827
H 1.7101 -0.8488 0.3770
C -3.5899 0.2373 2.6191
O -2.2132 0.2884 2.3390
C -1.6967 1.5611 2.0203
C -0.4161 1.5107 1.1696
N -0.4872 0.7331 -0.0294
C -1.2875 1.2713 -1.1255
C -1.5647 0.3150 -2.2806
O -2.1689 -0.8188 -1.6597
C -2.5267 -1.8027 -2.6035
H -3.9671 0.9848 3.3174
H -3.8102 -0.7293 3.0672
H -4.0545 0.3690 1.6402
H -1.6702 2.2028 2.9069
H -2.4697 2.0235 1.3849
H 0.2799 1.0385 1.8790
H 0.0354 2.4992 1.0760
H -0.8623 -0.1779 0.2089
H -0.8355 2.2303 -1.3762
H -2.3184 1.4496 -0.7877
H -0.6689 -0.0787 -2.7788
H -2.1678 0.8341 -3.0310
H -3.1573 -2.5933 -2.2006
H -1.6068 -2.1677 -3.0747
H -3.1265 -1.3695 -3.4176
C 1.4003 6.0299 2.8460
O -0.0144 6.0415 2.8349
C -0.6527 4.8748 3.3523
C -2.1715 5.0396 3.4254
N -2.7485 4.8591 2.0783
C -4.1539 5.2102 1.8807
C -5.0531 4.0860 1.4674
O -4.7832 3.8606 0.0658
C -4.9867 2.5138 -0.3082
H 1.8021 5.3471 2.0884
H 1.8732 5.7724 3.7967
H 1.5991 7.0598 2.5542
H -0.3073 4.6233 4.3574
H -0.3941 4.1254 2.5998
H -2.3730 6.0807 3.6979
H -2.5538 4.3058 4.1314
H -2.1504 5.3798 1.4502
H -4.2452 6.1465 1.3263
H -4.5726 5.5148 2.8551
H -6.1163 4.2990 1.6109
H -4.8548 3.2041 2.0852
H -4.5452 1.8335 0.4269
H -4.4257 2.3682 -1.2336
H -6.0603 2.3190 -0.4129
C -0.3597 3.5027 -4.4447
O 0.4465 3.2948 -5.5640
C 1.8155 3.1608 -5.3322
C 2.4530 1.9597 -6.0135
N 1.9647 0.7086 -5.4794
C 2.5358 -0.4620 -6.1080
C 1.8070 -1.7131 -5.6553
O 1.8787 -1.7421 -4.2259
C 1.1300 -2.7722 -3.6518
H 0.0069 4.4183 -3.9514
H -0.2948 2.7100 -3.6920
H -1.3852 3.7602 -4.7020
H 2.0824 2.9723 -4.2797
H 2.2864 4.1132 -5.6010
H 3.5152 2.1546 -5.7780
H 2.2746 1.8529 -7.0858
H 2.1006 0.6308 -4.4785
H 3.5822 -0.5808 -5.7802
H 2.6239 -0.4145 -7.1938
H 2.3592 -2.5922 -6.0017
H 0.7609 -1.7382 -5.9662
H 0.9600 -2.6856 -2.5748
H 1.6811 -3.7190 -3.7352
H 0.1323 -2.8097 -4.1040
C 3.5845 1.6695 2.4072
O 4.8784 1.1821 2.6341
C 4.9416 -0.1090 3.2036
C 6.3273 -0.2716 3.8243
N 7.0883 -1.2616 3.0564
C 8.2543 -1.8627 3.6395
C 8.8441 -2.9659 2.7471
O 7.7714 -3.9142 2.5208
C 8.1590 -5.0487 1.8185
H 2.9811 1.1942 1.6268
H 3.6258 2.7306 2.1597
H 2.9790 1.6029 3.3217
H 4.7109 -0.9873 2.5945
H 4.2214 -0.0813 4.0341
H 6.3501 -0.4909 4.8953
H 6.9555 0.6080 3.6304
H 6.6793 -1.5371 2.1863
H 7.8840 -2.4406 4.4959
H 8.9887 -1.0958 3.8954
H 9.7062 -3.5412 3.0819
H 9.0202 -2.5963 1.7302
H 7.9394 -5.9977 2.3296
H 9.2335 -5.1750 1.6403
H 7.5913 -5.1341 0.8862
N -2.9699 -2.3346 0.8644
C -4.3238 -2.4382 0.6741
N -4.8165 -1.5574 -0.2456
O -5.0218 -3.2677 1.2444
H -2.4585 -1.7328 0.2381
H -2.3995 -2.9620 1.3965
H -5.7481 -1.2179 -0.3599
H -4.1171 -0.9559 -0.6628
N -6.8102 -3.3519 -6.3884
C -5.6753 -2.7601 -6.8514
N -5.1638 -1.7647 -6.1018
O -5.1514 -3.0934 -7.9180
H -6.9787 -3.3217 -5.3995
H -7.2474 -4.0334 -6.9775
H -5.5114 -1.5271 -5.1893
H -4.3989 -1.1891 -6.3965
N -6.0771 1.1313 4.6641
C -6.7351 2.3081 4.9280
N -6.0138 3.1715 5.7071
O -7.8580 2.5713 4.5040
H -6.4682 0.3488 4.1578
H -5.0911 1.2990 4.6827
H -6.6313 3.8917 6.0555
H -5.2401 2.8343 6.2433
O -2.4200 4.3163 -1.0360
H -3.0452 5.0447 -1.0017
H -2.5268 3.8690 -0.1884
O -1.1133 -0.3916 4.9282
H -1.5957 0.3242 4.5036
H -1.7929 -1.0218 5.1884
O -6.8005 -0.4645 2.4044
H -7.1436 -1.3684 2.3981
H -7.0623 -0.0955 1.5553

***

Result set for molar mass: 763.76 1754.13 900.17 g mol⁻¹, one per record in the order listed.
Result set for energy relative to the best compared isomer or geometry (same formula, charge and spin): 1.7499 0.1977 0.0000 eV, one per record in the order listed.